C31H45FeN5P2SSe | ωB97M-V/def2-TZVPD

## Properties
- LUMO energy (alpha / beta) (eV) = -7.604 / -11.413
- energy relative to the best compared isomer or geometry (same formula, charge and spin) (kcal/mol) = 10.2
- gap between HOMO and LUMO (alpha / beta) (eV) = 8.185 / 4.563
- HOMO (alpha / beta) (eV) = -15.79 / -15.98
- DFT total energy (eV) = -169453.169

```
! wB97M-V def2-TZVPD RIJCOSX def2/J DEFGRID3
* xyz 3 6
Fe 0.1147 0.5315 0.1067
C -3.2572 -0.0433 -1.9684
P -2.0568 0.9928 -1.0913
C -1.9183 2.4858 -2.1334
C -2.9931 1.5697 0.3764
C -3.2069 0.4067 1.3638
P -1.6103 -0.4049 1.8087
C -2.0969 -2.0827 2.2994
C -1.2010 0.3809 3.4055
H -4.1368 0.5619 -2.1899
H -3.5502 -0.9007 -1.3632
H -2.8317 -0.4180 -2.8986
H -2.8097 3.1077 -2.0375
H -1.8132 2.1935 -3.1791
H -1.0423 3.0722 -1.8509
H -3.9442 1.9919 0.0462
H -2.4185 2.3706 0.8489
H -3.8628 -0.3470 0.9248
H -3.6834 0.7596 2.2776
H -2.9133 -2.0161 3.0175
H -1.2535 -2.5954 2.7621
H -2.4213 -2.6611 1.4349
H -2.0320 0.2540 4.0997
H -1.0025 1.4450 3.2719
H -0.3134 -0.0924 3.8306
N 3.1833 0.2311 2.9259
C 3.3345 -1.1218 2.6239
C 4.2545 -2.0769 3.0514
C 4.1456 -3.3228 2.4791
C 3.1472 -3.6166 1.5277
C 2.2391 -2.6679 1.1195
C 2.3551 -1.3957 1.6753
N 1.6364 -0.2247 1.4238
C 2.1723 0.7048 2.1768
C 1.7112 2.0820 2.0940
C 2.1558 3.1923 2.7272
S 1.2542 4.5505 2.2271
C 0.3439 3.5778 1.1888
N 0.6739 2.3079 1.2117
H 3.7171 0.7391 3.6129
H 5.0142 -1.8540 3.7905
H 4.8458 -4.0968 2.7643
H 3.0995 -4.6157 1.1134
H 1.4655 -2.9006 0.3965
H 2.9493 3.2879 3.4568
H -0.4510 3.9825 0.5731
C 3.5284 -0.6641 -7.1833
C 3.4803 -0.8663 -5.6672
C 2.0635 -0.8570 -5.0901
C 1.3747 0.5040 -5.1621
N 2.1311 1.5697 -4.4534
C 2.3175 1.6830 -3.1201
Se 1.5801 0.5676 -1.8721
N 3.0880 2.7725 -2.8629
C 3.6083 3.2206 -1.5565
C 5.1153 2.9881 -1.4500
C 5.5201 1.5123 -1.4406
C 5.1198 0.7792 -0.1602
C 3.3710 3.3861 -4.0517
C 4.0870 4.5545 -4.3356
C 4.1578 4.9133 -5.6535
C 3.5344 4.1440 -6.6815
C 2.8284 3.0045 -6.4110
C 2.7549 2.6254 -5.0645
H 4.5424 -0.7992 -7.5574
H 3.2105 0.3381 -7.4831
H 2.8853 -1.3840 -7.6936
H 4.1002 -0.1113 -5.1648
H 3.9302 -1.8289 -5.4253
H 2.0812 -1.2013 -4.0563
H 1.4324 -1.5549 -5.6459
H 0.3724 0.4643 -4.7422
H 1.2880 0.8250 -6.1956
H 3.0752 2.6715 -0.7838
H 3.3657 4.2781 -1.4563
H 5.4554 3.4738 -0.5315
H 5.6135 3.4989 -2.2770
H 6.6027 1.4575 -1.5524
H 5.0971 1.0016 -2.3148
H 5.5131 1.3006 0.7183
H 5.5233 -0.2350 -0.1518
H 4.0341 0.6952 -0.0502
H 4.5566 5.1505 -3.5636
H 4.6999 5.8093 -5.9278
H 3.6216 4.4769 -7.7078
H 2.3527 2.4421 -7.2026
*
```

***

C31H45N3S4SbV | ωB97M-V/def2-TZVPD

## Properties
- LUMO energy (alpha / beta) (eV) = -1.701 / -1.700
- energy relative to the best compared isomer or geometry (same formula, charge and spin) (kcal/mol) = 54.8
- gap between HOMO and LUMO (alpha / beta) (eV) = 6.351 / 6.352
- HOMO (alpha / beta) (eV) = -8.05 / -8.05
- DFT total energy (eV) = -112914.838

```
! wB97M-V def2-TZVPD RIJCOSX def2/J DEFGRID3
* xyz 0 1
V -0.9427 -0.6893 0.0129
S -5.2235 0.5339 -0.7042
Sb -3.9104 -0.2423 0.9559
S -2.5695 -2.1446 0.0893
S -1.7962 1.0725 0.8776
S -4.4115 -0.6570 3.1085
C 0.3669 2.4038 3.2021
C 1.2480 1.3291 2.5448
C 2.7112 1.7855 2.6042
C 1.0456 0.0118 3.2640
C 1.4404 -0.0253 4.5962
C 1.2725 -1.1552 5.3714
C 0.6139 -2.2442 4.8390
C 0.1732 -2.2566 3.5223
C -0.7314 -3.4080 3.1031
C -1.9792 -3.4208 3.9946
C -0.0227 -4.7644 3.1594
C 0.4751 -1.1517 2.6937
N 0.2198 -1.2642 1.2920
C 0.5417 -2.3912 0.6372
C 0.3578 -2.4237 -0.7343
N 0.0850 -1.3131 -1.4566
C 0.3255 -1.3746 -2.8627
C -0.5051 -0.7307 -3.8155
C -0.2508 -0.8999 -5.1725
C 0.7512 -1.7212 -5.6404
C 1.5718 -2.3344 -4.7196
C 1.4244 -2.1403 -3.3516
C 2.5457 -2.7412 -2.5055
C 2.5590 -4.2746 -2.5703
C 3.9007 -2.2018 -2.9802
C -1.7898 0.0350 -3.5542
C -1.7610 0.9658 -2.3543
C -2.9396 -0.9762 -3.4417
H 0.3495 3.3074 2.5896
H 0.7616 2.6638 4.1855
H -0.6552 2.0606 3.3352
H 0.9788 1.2119 1.4980
H 2.9334 2.2689 3.5566
H 2.9151 2.5036 1.8080
H 3.3745 0.9337 2.4881
H 1.8984 0.8522 5.0340
H 1.6151 -1.1739 6.3979
H 0.4236 -3.1090 5.4613
H -1.0869 -3.2487 2.0858
H -1.7230 -3.6127 5.0372
H -2.6634 -4.2023 3.6599
H -2.5017 -2.4671 3.9369
H 0.3203 -4.9851 4.1708
H 0.8470 -4.8024 2.4989
H -0.7125 -5.5533 2.8572
H 0.9044 -3.2669 1.1591
H 0.3674 -3.3855 -1.2340
H -0.8936 -0.3966 -5.8836
H 0.8976 -1.8716 -6.7016
H 2.3612 -2.9792 -5.0815
H 2.4365 -2.4328 -1.4691
H 2.8171 -4.6155 -3.5734
H 1.5905 -4.7070 -2.3151
H 3.3004 -4.6734 -1.8756
H 4.0868 -2.4449 -4.0248
H 4.7040 -2.6484 -2.3929
H 3.9311 -1.1177 -2.8684
H -1.9751 0.6456 -4.4405
H -1.8996 0.3639 -1.4576
H -2.5835 1.6780 -2.3870
H -0.8154 1.5061 -2.2698
H -2.7391 -1.6971 -2.6516
H -3.0482 -1.5276 -4.3774
H -3.8792 -0.4706 -3.2199
C 5.7426 0.8285 -1.1737
C 5.2955 0.0551 0.0768
C 5.7132 0.8284 1.3351
C 5.9301 -1.3418 0.1179
C 3.8341 -0.0830 0.0155
N 2.6920 -0.1993 -0.0696
H 6.8308 0.8916 -1.1949
H 5.3328 1.8386 -1.1607
H 5.4040 0.3362 -2.0842
H 6.7991 0.9273 1.3423
H 5.4141 0.2930 2.2363
H 5.2745 1.8245 1.3526
H 7.0116 -1.2409 0.2122
H 5.7156 -1.9003 -0.7903
H 5.5558 -1.9077 0.9714
*
```

***

C31H45N7O3P2S3Tc | ωB97M-V/def2-TZVPD

## Properties
- LUMO energy (alpha / beta) (eV) = -0.226 / -0.386
- energy relative to the best compared isomer or geometry (same formula, charge and spin) (kcal/mol) = 44.7
- gap between HOMO and LUMO (alpha / beta) (eV) = 6.602 / 5.916
- HOMO (alpha / beta) (eV) = -6.83 / -6.30
- DFT total energy (eV) = -102736.818

```
! wB97M-V def2-TZVPD RIJCOSX def2/J DEFGRID3
* xyz 0 4
Tc 0.2378 -1.9011 0.1989
C 1.5516 -0.0499 -4.4336
N 0.8049 1.0380 -3.7969
C 1.1454 2.3589 -4.2973
P 0.1331 0.7740 -2.3203
O 0.6328 -0.4675 -1.6935
O 0.4993 2.1540 -1.5721
P 0.6959 2.3386 0.0307
O -0.1320 1.4271 0.8328
N 0.4123 3.9579 0.1852
C 0.0498 4.3597 1.5436
C -0.2796 4.7267 -0.8408
N 2.3048 2.1372 0.3132
C 2.7898 0.7746 0.5275
C 3.2532 2.9554 -0.4319
N -1.5102 0.7979 -2.3546
C -2.1708 1.8927 -3.0461
C -2.2159 -0.4786 -2.4618
H 1.3362 -0.0632 -5.5032
H 1.2686 -1.0129 -4.0149
H 2.6290 0.0798 -4.2950
H 1.0001 2.3798 -5.3786
H 2.1911 2.6074 -4.0861
H 0.5153 3.1275 -3.8581
H 0.6517 3.8179 2.2708
H -1.0049 4.1627 1.7542
H 0.2480 5.4256 1.6593
H 0.0993 4.4797 -1.8284
H -0.0936 5.7869 -0.6629
H -1.3630 4.5622 -0.8233
H 2.0167 0.1755 1.0075
H 3.6665 0.8012 1.1769
H 3.0622 0.2888 -0.4151
H 2.8828 3.9738 -0.5248
H 3.4373 2.5435 -1.4313
H 4.2005 2.9803 0.1080
H -1.6523 2.8331 -2.8623
H -3.1878 1.9937 -2.6648
H -2.2196 1.7235 -4.1282
H -1.7047 -1.2423 -1.8794
H -2.2959 -0.8158 -3.5014
H -3.2222 -0.3543 -2.0591
S -1.0005 -6.3766 1.2371
C -0.4157 -4.9893 0.5980
S 0.5062 -3.8256 1.5137
S -0.7111 -4.6077 -1.0808
C 2.9253 -2.8256 -1.1886
C 1.9061 -3.7404 -1.8855
C 2.2427 -5.1870 -1.4882
C 0.4777 -3.2973 -1.4405
C 2.0499 -3.6587 -3.4075
C 0.9931 -4.0464 -4.2336
C 1.1070 -4.0289 -5.6150
C 2.2935 -3.6314 -6.2163
C 3.3615 -3.2643 -5.4131
C 3.2383 -3.2784 -4.0290
H 2.7763 -2.8951 -0.1076
H 2.7962 -1.7858 -1.4995
H 3.9567 -3.1214 -1.3895
H 2.1410 -5.3291 -0.4109
H 3.2770 -5.4005 -1.7678
H 1.5984 -5.9072 -1.9914
H 0.0032 -2.7943 -2.2883
H 0.0665 -4.3849 -3.7876
H 0.2667 -4.3372 -6.2242
H 2.3845 -3.6159 -7.2944
H 4.3009 -2.9663 -5.8619
H 4.0905 -2.9832 -3.4331
N -2.0750 1.5044 6.2284
C -3.0669 1.9311 7.0892
C -3.0413 2.7083 8.2442
C -4.2538 2.9278 8.8648
C -5.4504 2.3905 8.3570
C -5.4638 1.6205 7.2141
C -4.2476 1.3906 6.5699
N -3.9773 0.6586 5.4240
C -2.6889 0.7547 5.2593
C -1.9522 0.1299 4.1473
C -0.5647 0.1084 4.0860
C 0.0512 -0.4784 2.9995
N -0.6290 -1.0325 1.9952
C -1.9652 -1.0419 2.0723
C -2.6622 -0.4729 3.1181
H -1.0989 1.7301 6.2831
H -2.1230 3.1228 8.6377
H -4.2856 3.5252 9.7660
H -6.3768 2.5865 8.8797
H -6.3798 1.2040 6.8186
H 0.0550 0.5183 4.8719
H 1.1295 -0.5270 2.9320
H -2.4872 -1.5316 1.2581
H -3.7413 -0.4988 3.1468
*
```

***

C31H46BrN3NiOP2 | ωB97M-V/def2-TZVPD

## Properties
- LUMO energy (alpha / beta) (eV) = -6.154 / -6.782
- energy relative to the best compared isomer or geometry (same formula, charge and spin) (kcal/mol) = 18.5
- gap between HOMO and LUMO (alpha / beta) (eV) = 6.879 / 6.267
- HOMO (alpha / beta) (eV) = -13.03 / -13.05
- DFT total energy (eV) = -169059.023

```
! wB97M-V def2-TZVPD RIJCOSX def2/J DEFGRID3
* xyz 2 3
N -5.3779 -1.5716 3.9699
C -4.4107 -0.8138 4.4978
C -3.8691 0.2725 3.8215
C -4.3499 0.5213 2.5086
C -5.3484 -0.3109 1.9555
C -5.8256 -1.3738 2.7335
C -3.8078 1.5803 1.6922
Ni 0.6370 0.1645 -1.1564
P 2.8670 0.2620 -1.7826
C -4.1635 1.8261 0.3787
C -3.1003 2.2067 -0.5237
C -3.0646 1.6563 -1.8247
C -1.8664 1.6021 -2.4928
C -0.6839 1.9934 -1.7882
C -0.7839 2.9037 -0.7022
C -1.9931 2.9306 -0.0141
Br 0.8928 2.1476 -3.0771
H -3.0517 2.1986 2.1994
H -5.1508 1.5741 -0.0296
H -3.1589 0.9511 4.3049
H -5.8329 -0.0885 1.0034
H -4.0653 -1.0580 5.5028
H -6.5998 -2.0281 2.3360
H -3.9856 1.2122 -2.2147
H -2.0893 3.4056 0.9691
H -1.8217 1.2938 -3.5274
H 0.0714 3.5198 -0.3927
P -0.3171 -1.8455 -0.8665
C 3.2895 1.9218 -0.9875
C 4.4733 2.7111 -1.5378
H 3.3743 1.6992 0.0940
H 2.3785 2.5333 -1.1105
H 4.6478 3.5595 -0.8635
H 5.4084 2.1354 -1.5377
H 4.2757 3.1136 -2.5468
C 2.7036 -0.4078 -3.5520
C 3.8335 0.1319 -4.4259
H 1.6899 -0.2575 -4.0001
H 2.8161 -1.5060 -3.3943
H 3.4709 0.2867 -5.4518
H 4.2613 1.0772 -4.0552
H 4.6336 -0.6207 -4.4857
C 4.0816 -0.8864 -1.0553
C 5.5314 -0.4972 -1.3747
H 3.8644 -1.9106 -1.3950
H 3.8920 -0.8398 0.0270
H 6.1818 -1.3777 -1.2923
H 5.6511 -0.0928 -2.3931
H 5.8917 0.2464 -0.6515
C 0.4674 -3.2654 0.0330
C 1.8264 -3.6894 -0.4958
H -0.2566 -4.0978 -0.0256
H 0.5374 -2.9925 1.0967
H 2.1196 -4.6158 0.0108
H 1.8012 -3.8618 -1.5766
H 2.6047 -2.9506 -0.2756
C -0.6172 -2.5419 -2.5165
C -1.5545 -1.7278 -3.3942
H -0.9634 -3.5796 -2.4138
H 0.3764 -2.5754 -2.9827
H -1.5079 -2.0926 -4.4243
H -2.5926 -1.7893 -3.0565
H -1.2837 -0.6701 -3.4293
C -1.9619 -1.6981 -0.0006
C -2.0207 -2.0965 1.4842
H -2.6765 -2.2921 -0.5993
H -2.2715 -0.6443 -0.1022
H -3.0755 -2.1850 1.7927
H -1.5305 -3.0624 1.6728
H -1.5459 -1.3386 2.1301
N 0.2429 3.1600 4.5574
C -0.5660 2.5577 3.6360
O -1.7099 2.9853 3.3949
C 0.0379 1.3415 3.0049
C 0.9445 0.5427 3.7215
C 1.6362 -0.4610 3.0386
C 1.4829 -0.5758 1.6514
N 0.5997 0.1966 0.9515
C -0.2231 1.0185 1.6728
H -0.0960 4.0403 4.9036
H 1.2414 3.0094 4.5450
H 1.0937 0.7444 4.7725
H 2.3289 -1.1371 3.5231
H 2.0789 -1.2852 1.0544
H -1.0676 1.4780 1.1544
*
```

***

C31H46BrN3OP2Pb | ωB97M-V/def2-TZVPD

## Properties
- LUMO energy (alpha / beta) (eV) = -9.425 / -7.097
- energy relative to the best compared isomer or geometry (same formula, charge and spin) (kcal/mol) = 90.6
- gap between HOMO and LUMO (alpha / beta) (eV) = 2.116 / 4.442
- HOMO (alpha / beta) (eV) = -11.54 / -11.54
- DFT total energy (eV) = -133258.746

```
! wB97M-V def2-TZVPD RIJCOSX def2/J DEFGRID3
* xyz 2 1
N 8.1924 2.1299 4.1282
C 8.0116 0.9025 3.6526
C 6.9391 0.5823 2.8161
C 6.0393 1.6094 2.4360
C 6.2711 2.9214 2.9037
C 7.3734 3.1100 3.7678
C 4.9201 1.2084 1.5465
Pb 5.0977 1.8644 -0.6110
P -1.4416 0.5212 -5.0359
C 3.7822 2.0470 1.1609
C 2.6502 1.3505 0.4852
C 1.9819 1.8939 -0.6368
C 0.7930 1.3251 -1.1130
C 0.3024 0.1448 -0.5272
C 1.1342 -0.5463 0.3674
C 2.2410 0.0785 0.9302
Br -1.3765 -0.6108 -0.9285
H 4.7550 0.1217 1.5909
H 3.5753 2.9716 1.7309
H 6.8128 -0.4484 2.4634
H 5.6543 3.7740 2.5948
H 8.6999 0.1209 3.9697
H 7.5874 4.0928 4.1926
H 2.4272 2.7377 -1.1749
H 2.7815 -0.4208 1.7347
H 0.2732 1.7968 -1.9453
H 0.8712 -1.5663 0.6444
P -2.2896 1.1513 1.1427
C 0.1057 -0.4013 -4.7440
C 0.7102 -0.7731 -6.1107
H -0.1395 -1.3014 -4.1644
H 0.7853 0.2294 -4.1535
H 1.4529 -1.5708 -6.0120
H -0.0672 -1.1247 -6.8025
H 1.2032 0.0910 -6.5718
C -1.2436 2.1649 -4.2398
C -2.2474 3.1418 -4.8702
H -0.2087 2.4886 -4.4291
H -1.3922 2.0688 -3.1524
H -1.9539 4.1770 -4.6690
H -2.2911 3.0179 -5.9609
H -3.2572 2.9956 -4.4666
C -2.7180 -0.2560 -3.9463
C -3.7570 -1.1092 -4.6656
H -3.2199 0.5624 -3.4107
H -2.1846 -0.8591 -3.1956
H -4.5105 -1.4413 -3.9421
H -4.2718 -0.5397 -5.4477
H -3.2998 -1.9997 -5.1095
C -3.9557 0.5854 1.5742
C -4.5142 1.0913 2.9119
H -3.9104 -0.5188 1.5710
H -4.6278 0.9014 0.7571
H -4.0956 0.5453 3.7671
H -4.3256 2.1610 3.0752
H -5.6048 0.9602 2.9423
C -2.5572 2.6279 0.0929
C -1.6668 3.8295 0.4032
H -3.6253 2.8775 0.1981
H -2.3856 2.2863 -0.9412
H -1.8615 4.2242 1.4074
H -0.5971 3.5903 0.3276
H -1.8846 4.6275 -0.3173
C -1.3693 1.7120 2.6125
C -1.0113 0.6164 3.6297
H -1.9621 2.5202 3.0760
H -0.4352 2.1571 2.2177
H -0.2599 1.0287 4.3229
H -1.8946 0.3091 4.2161
H -0.5712 -0.2651 3.1325
N -2.5770 -7.2698 3.1006
C -1.4583 -7.1612 2.3173
O -0.7118 -8.1115 2.1068
C -1.1557 -5.7921 1.7738
C -1.8180 -4.6219 2.1802
C -1.3987 -3.3842 1.6595
N -0.3515 -3.2750 0.8404
C 0.2682 -4.3793 0.4175
C -0.0937 -5.6555 0.8639
H -2.8303 -8.2047 3.3756
H -3.3105 -6.5792 3.1063
H -2.6412 -4.6345 2.8942
H -1.9217 -2.4663 1.9489
H 1.0806 -4.2472 -0.2981
H 0.4805 -6.5094 0.5146
*
```